No. 1
Density functional theory data (ωB97M-V/def2-TZVPD) for a gas-phase ion, C5H9IN (charge +1) in a non-equilibrium geometry.

## Properties
HOMO level, eV: -13.37
2S+1: 1
Strongest force on any atom, hartree/bohr: 0.0956
SMILES: I[C@@]12C[C@@H]1CC[NH2+]2
Orbital gap, hartree: 0.358
Energy relative to the best compared isomer or geometry (same formula, charge and spin), kJ/mol: 132.7
DFT total energy, eV: -14912.896
Net charge: +1
E_LUMO, eV: -3.62

Each line ends with the natural charge from an NBO analysis.
Geometry (Å):
1 I 3.522 -0.035 0.105  0.269
2 N 0.662 1.171 -0.609  -0.539
3 C 1.409 -0.080 -0.314  -0.065
4 C 0.699 -1.352 -0.820  -0.443
5 C -0.781 0.936 -0.008  -0.202
6 C 0.457 -0.934 0.680  -0.189
7 C -0.694 -0.094 1.026  -0.479
8 H -1.398 0.487 -0.754  0.240
9 H -0.601 0.327 2.030  0.246
10 H 1.227 -2.254 -1.046  0.269
11 H 0.968 -1.589 1.293  0.254
12 H -0.963 2.043 0.388  0.258
13 H -0.255 -1.337 -1.413  0.232
14 H -1.580 -0.672 1.194  0.266
15 H 0.450 1.398 -1.583  0.440
16 H 1.110 2.015 -0.328  0.443

No. 2
Density functional theory data (ωB97M-V/def2-TZVPD) for a gas-phase ion, C5H9IN2 (charge +2) in a non-equilibrium geometry.

## Properties
HOMO level, eV: -17.67
2S+1: 1
Strongest force on any atom, hartree/bohr: 0.0740
SMILES: C[N+]1(C)C=[NH+]C(I)=C1
Orbital gap, hartree: 0.267
Energy relative to the best compared isomer or geometry (same formula, charge and spin), kJ/mol: 0.0
DFT total energy, eV: -16390.859
Net charge: +2
E_LUMO, eV: -10.39

Each line ends with the natural charge from an NBO analysis.
Geometry (Å):
1 I -4.029 -0.100 0.253  0.436
2 N -1.325 1.220 -0.254  -0.424
3 N 0.351 -0.188 -0.065  -0.279
4 C -0.019 1.186 -0.134  0.402
5 C -0.854 -0.902 -0.144  -0.081
6 C 0.947 -0.305 1.378  -0.400
7 C 1.220 -0.459 -1.287  -0.406
8 C -1.869 -0.052 -0.150  0.011
9 H 1.496 -1.531 -1.460  0.295
10 H 1.085 -1.369 1.669  0.294
11 H -0.845 -2.039 -0.045  0.321
12 H 0.302 0.207 2.075  0.257
13 H 2.181 0.095 -1.052  0.258
14 H 0.708 1.957 0.039  0.302
15 H 1.885 0.347 1.364  0.263
16 H -1.903 2.039 -0.068  0.500
17 H 0.668 -0.107 -2.119  0.251

No. 3
Density functional theory data (ωB97M-V/def2-TZVPD) for a single C5H9INOP molecule in a non-equilibrium geometry.

## Properties
HOMO level (spin up / spin down), eV: -8.16 / -6.79
2S+1: 1
Strongest force on any atom, hartree/bohr: 0.0873
Orbital gap (spin up / spin down), hartree: 0.294 / 0.211
Energy relative to the best compared isomer or geometry (same formula, charge and spin), kJ/mol: 301.4
DFT total energy, eV: -26252.084
Net charge: 0
E_LUMO (spin up / spin down), eV: -0.15 / -1.05

Each line ends with the natural charge from an NBO analysis.
Geometry (Å):
1 I -0.627 -2.706 -1.241  0.193
2 P -2.279 1.041 -0.112  0.421
3 O 2.295 -0.146 0.816  -0.631
4 N 0.465 -1.017 -1.725  -0.628
5 C -0.723 0.795 -0.616  -0.343
6 C 0.064 -0.795 1.807  -0.764
7 C -0.203 0.205 -1.870  -0.355
8 C 0.414 1.179 0.304  -0.546
9 C 0.956 -0.057 0.998  0.542
10 H 0.640 0.909 -2.048  0.211
11 H -0.894 0.323 -2.832  0.202
12 H 2.486 -1.106 0.854  0.497
13 H -0.628 -0.197 2.238  0.256
14 H -0.647 -1.281 1.105  0.284
15 H 0.043 1.863 1.148  0.235
16 H 0.437 -1.503 2.465  0.240
17 H 1.226 1.744 -0.129  0.244
18 H -3.024 0.751 -1.160  -0.060

No. 4
Density functional theory data (ωB97M-V/def2-TZVPD) for a molecular structure, C5H9InO3 in a non-equilibrium geometry.

## Properties
HOMO level (spin up / spin down), eV: -4.66 / -4.66
2S+1: 1
Strongest force on any atom, hartree/bohr: 0.0877
Orbital gap (spin up / spin down), hartree: 0.124 / 0.124
Energy relative to the best compared isomer or geometry (same formula, charge and spin), kJ/mol: 23.1
DFT total energy, eV: -16641.439
Net charge: 0
E_LUMO (spin up / spin down), eV: -1.29 / -1.29

Each line ends with the natural charge from an NBO analysis.
Geometry (Å):
1 In 2.120 -1.671 -2.653  0.884
2 O -1.736 -3.386 -2.166  -0.444
3 O 0.144 -2.192 -2.467  -0.870
4 O 0.200 -4.399 -2.365  -0.511
5 C -0.443 -3.260 -2.348  1.012
6 C -3.803 -2.402 -1.679  -0.366
7 C 0.461 -6.781 -2.410  -0.630
8 C -0.529 -5.650 -2.308  -0.071
9 C -2.615 -2.305 -2.320  -0.167
10 H -4.245 -3.386 -1.500  0.211
11 H -3.739 -2.096 0.404  -0.516
12 H -1.087 -5.682 -1.364  0.207
13 H 0.994 -6.757 -3.369  0.214
14 H -1.253 -5.668 -3.132  0.200
15 H -4.499 -1.570 -1.793  0.223
16 H -2.131 -1.350 -2.534  0.176
17 H 1.191 -6.745 -1.591  0.218
18 H -0.090 -7.729 -2.343  0.230